# 1
Here is a single C5H8BClO2S molecule in a non-equilibrium geometry from OMol25. Energies are from ωB97M-V/def2-TZVPD.

Properties
molar mass: 178.449 g mol⁻¹
LUMO level (spin up / spin down): 0.23 / -1.96 eV
strongest force on any atom: 0.1004 Eh/bohr
electronic energy: -1228.98622 a.u.

```
! wB97M-V def2-TZVPD RIJCOSX def2/J DEFGRID3
* xyz 0 3
B 2.151 -0.943 -0.083
C -0.341 -0.408 -0.168
C -1.492 0.349 -0.207
C 0.909 0.110 -0.200
C -2.824 0.000 -0.030
C 1.124 1.530 -0.027
O 1.783 -2.275 -0.029
O 3.371 -0.371 -0.123
S -4.139 1.111 -0.061
Cl -3.393 -1.650 0.129
H -0.481 -1.432 -0.216
H -1.495 1.473 -0.043
H 0.367 2.093 -0.760
H 2.260 1.757 -0.055
H 0.800 1.841 0.902
H 2.467 -2.932 -0.019
H 4.069 -0.820 0.334
H -5.137 0.570 0.655
*
```


# 2
Here is 2 unconnected molecules or ions with the total composition H5N4PS from OMol25. Energies are from ωB97M-V/def2-TZVPD.

Properties
molar mass: 124.109 g mol⁻¹
LUMO level (spin up / spin down): -0.60 / -0.23 eV
strongest force on any atom: 0.0147 Eh/bohr
electronic energy: -961.51611 a.u.

```
! wB97M-V def2-TZVPD RIJCOSX def2/J DEFGRID3
* xyz 0 1
N -1.794 0.877 -1.066
N -0.811 1.466 -1.358
N 1.459 -1.237 -0.285
N -0.425 -0.356 1.239
P 0.877 0.214 0.340
S 2.213 1.140 1.415
H -2.689 1.106 -1.530
H 2.259 -1.150 -0.893
H 0.766 -1.887 -0.633
H -1.287 -0.381 0.701
H -0.568 0.209 2.069
*
```


# 3
Here is 3 unconnected molecules or ions with the total composition C2H4N2 in a non-equilibrium geometry from OMol25. Energies are from ωB97M-V/def2-TZVPD.

Properties
molar mass: 56.068 g mol⁻¹
LUMO level: 0.17 eV
strongest force on any atom: 0.0829 Eh/bohr
electronic energy: -187.85831 a.u.

```
! wB97M-V def2-TZVPD RIJCOSX def2/J DEFGRID3
* xyz 0 1
C 1.673 0.145 0.155
C 0.516 -0.104 0.961
N -0.071 -1.044 0.176
N 0.715 -0.382 -0.594
H 2.261 0.925 0.019
H -2.720 0.031 -1.390
H -0.144 0.593 1.385
H -2.231 -0.164 -0.713
*
```


# 4
Here is a single C4H9NS molecule in a non-equilibrium geometry from OMol25. Energies are from ωB97M-V/def2-TZVPD.

Properties
molar mass: 103.190 g mol⁻¹
LUMO level: 0.81 eV
strongest force on any atom: 0.0901 Eh/bohr
electronic energy: -610.67732 a.u.

```
! wB97M-V def2-TZVPD RIJCOSX def2/J DEFGRID3
* xyz 0 1
C -0.142 2.204 0.212
C 0.576 -0.756 1.062
C 0.269 -0.918 -1.448
C -0.026 -0.086 -0.229
N 0.498 1.193 -0.162
S -2.046 -0.328 -0.063
H 0.385 3.050 0.367
H -1.198 2.233 0.459
H 1.313 -0.006 1.273
H 1.192 -1.666 0.715
H -0.093 -1.033 1.847
H -0.117 -0.553 -2.292
H 1.416 -0.910 -1.603
H -0.077 -2.002 -1.410
H -1.949 -0.423 1.271
*
```


# 5
Here is a molecular structure, C32H27Cl2GeN4O2TaTe from OMol25. Energies are from ωB97M-V/def2-TZVPD.

Properties
molar mass: 951.658 g mol⁻¹
LUMO level: -13.30 eV
strongest force on any atom: 0.0098 Eh/bohr
electronic energy: -4925.98694 a.u.

```
! wB97M-V def2-TZVPD RIJCOSX def2/J DEFGRID3
* xyz 4 1
Ta 1.245 0.583 1.261
Cl 3.474 -2.954 -4.288
C 2.902 -2.581 -2.730
C 2.751 -1.242 -2.372
C 2.270 -0.926 -1.111
N 2.061 0.348 -0.531
C 2.721 1.480 -1.123
O 3.341 1.462 -2.136
C 2.642 2.703 -0.265
C 3.281 3.875 -0.585
C 3.161 4.950 0.294
C 2.403 4.811 1.457
C 1.811 3.597 1.724
N 1.939 2.544 0.879
C 1.931 -1.948 -0.213
C 2.115 -3.281 -0.549
C 2.593 -3.599 -1.815
Cl 2.779 -5.241 -2.236
N 1.491 -1.427 1.019
C 0.865 -2.252 1.947
O 0.326 -3.311 1.701
C 0.816 -1.609 3.293
C 0.665 -2.278 4.482
C 0.647 -1.532 5.660
C 0.739 -0.144 5.597
C 0.864 0.460 4.363
N 0.919 -0.261 3.220
H 3.023 -0.488 -3.092
H 3.857 3.937 -1.500
H 3.654 5.890 0.075
H 2.286 5.633 2.150
H 1.217 3.453 2.621
H 1.912 -4.082 0.145
H 0.586 -3.357 4.490
H 0.562 -2.029 6.619
H 0.722 0.460 6.494
H 0.935 1.539 4.282
Ge -1.195 1.244 0.359
C -2.740 0.051 -0.062
C -3.921 0.148 0.628
C -5.080 -0.523 0.182
C -5.084 -1.319 -0.966
C -3.919 -1.461 -1.679
C -2.699 -0.840 -1.222
C -0.763 2.330 -1.212
C -0.200 1.729 -2.341
C 0.069 2.487 -3.471
C -0.212 3.849 -3.472
C -0.774 4.449 -2.353
C -1.059 3.692 -1.222
H -1.658 2.067 1.579
H -4.002 0.789 1.497
H -6.002 -0.392 0.739
H -6.000 -1.784 -1.304
H -3.902 -2.028 -2.603
H -1.971 -0.599 -2.002
H 0.037 0.668 -2.351
H 0.495 2.021 -4.350
H -0.004 4.441 -4.353
H -1.011 5.504 -2.363
H -1.524 4.167 -0.367
C -3.071 -3.786 0.473
Te -1.525 -2.541 -0.264
C -1.045 -3.729 -1.954
H -2.551 -4.567 1.033
H -3.639 -4.219 -0.347
H -3.701 -3.212 1.149
H -1.901 -3.853 -2.615
H -0.755 -4.694 -1.530
H -0.198 -3.271 -2.461
*
```